1.
{"formula": "C46H60Cl3N5P2PbSi", "method": "the ωB97M-V functional and the def2-TZVPD basis", "symbols": ["Pb", "C", "Si", "C", "C", "C", "C", "C", "C", "P", "C", "C", "C", "C", "C", "C", "C", "C", "C", "C", "C", "C", "C", "C", "C", "C", "C", "C", "P", "C", "C", "C", "C", "C", "C", "C", "C", "C", "C", "C", "C", "H", "H", "H", "H", "H", "H", "H", "H", "H", "H", "H", "H", "H", "H", "H", "H", "H", "H", "H", "H", "H", "H", "H", "H", "H", "H", "H", "H", "H", "H", "H", "H", "H", "H", "H", "H", "H", "H", "H", "H", "H", "H", "H", "H", "H", "H", "H", "H", "H", "H", "H", "H", "H", "H", "H", "C", "C", "C", "N", "H", "H", "H", "H", "H", "Cl", "C", "Cl", "Cl", "C", "N", "N", "C", "C", "C", "N", "C", "N"], "xyz": [[0.2287, 0.6199, -0.2972], [-1.9585, -2.5217, 1.2805], [-0.5152, -1.2554, 1.3985], [-0.9627, -0.4127, 3.0743], [-0.8835, -1.1172, 4.2707], [-1.3086, -0.5668, 5.4666], [-1.8492, 0.7082, 5.4814], [-1.9346, 1.4311, 4.3059], [-1.4873, 0.8870, 3.1055], [-1.4620, 1.8704, 1.5561], [-1.1073, 3.6163, 2.1220], [0.2226, 3.5852, 2.8787], [0.9873, 4.9108, 2.7923], [0.0109, 6.0722, 2.6467], [-0.7306, 5.9736, 1.3092], [-0.9804, 4.5165, 0.8963], [-3.2253, 1.9999, 0.9671], [-3.7693, 0.6286, 0.5827], [-4.9888, 0.8050, -0.3303], [-5.7688, 2.0822, 0.0142], [-5.6587, 2.3755, 1.5073], [-4.2109, 2.7083, 1.9019], [1.0591, -2.3426, 1.4958], [0.9857, -3.7229, 1.6211], [2.0690, -4.5385, 1.3464], [3.2554, -3.9788, 0.9095], [3.3725, -2.6011, 0.8294], [2.2925, -1.7844, 1.1293], [2.4399, 0.0337, 1.2400], [2.6654, -0.0238, 3.1234], [2.6008, 1.3242, 3.8548], [3.4002, 1.2969, 5.1584], [3.1189, -0.0008, 5.9035], [3.6256, -1.2099, 5.1016], [3.8382, -0.8685, 3.6221], [3.9689, 0.4398, 0.2080], [3.7270, 1.7461, -0.5531], [3.9072, 2.9547, 0.3520], [5.3261, 2.9862, 0.9083], [5.6096, 1.7030, 1.6832], [5.3705, 0.4676, 0.8208], [-2.0713, -3.0876, 2.2005], [-1.7868, -3.2241, 0.4744], [-2.9021, -2.0270, 1.0865], [-0.4713, -2.1165, 4.2617], [-1.2225, -1.1280, 6.3876], [-2.2000, 1.1406, 6.4076], [-2.3459, 2.4302, 4.3332], [-1.9118, 3.9875, 2.7609], [0.8386, 2.7876, 2.4516], [0.0330, 3.3357, 3.9244], [1.6608, 4.9064, 1.9329], [1.5957, 5.0400, 3.6897], [0.5453, 7.0215, 2.6988], [-0.6974, 6.0485, 3.4782], [-0.1367, 6.4557, 0.5316], [-1.6779, 6.5114, 1.3794], [-0.1522, 4.1466, 0.2876], [-1.8789, 4.4548, 0.2792], [-3.1198, 2.5769, 0.0405], [-4.0389, 0.0863, 1.4929], [-3.0002, 0.0581, 0.0603], [-5.6411, -0.0643, -0.2292], [-4.6571, 0.8495, -1.3688], [-6.8171, 1.9618, -0.2671], [-5.3774, 2.9333, -0.5486], [-5.9995, 1.4960, 2.0545], [-6.3138, 3.2053, 1.7787], [-4.0530, 2.3916, 2.9348], [-4.0579, 3.7883, 1.8463], [0.0543, -4.1690, 1.9333], [1.9832, -5.6098, 1.4549], [4.0945, -4.6070, 0.6440], [4.3142, -2.1793, 0.5140], [1.7544, -0.5830, 3.3854], [1.5567, 1.5243, 4.0981], [2.9585, 2.1437, 3.2294], [3.1132, 2.1548, 5.7683], [4.4683, 1.3812, 4.9573], [2.0416, -0.0789, 6.0623], [3.5939, 0.0208, 6.8844], [2.9104, -2.0310, 5.1833], [4.5724, -1.5605, 5.5164], [3.9054, -1.7962, 3.0521], [4.7795, -0.3362, 3.5033], [3.9380, -0.3721, -0.5319], [2.7187, 1.7445, -0.9856], [4.4345, 1.7947, -1.3839], [3.1906, 2.8835, 1.1775], [3.6951, 3.8726, -0.2004], [5.4518, 3.8485, 1.5673], [6.0354, 3.0876, 0.0831], [4.9533, 1.6656, 2.5508], [6.6409, 1.7044, 2.0447], [5.5704, -0.4383, 1.3964], [6.0747, 0.4711, -0.0171], [-0.9957, 2.9496, -5.1038], [-1.8651, 3.6102, -4.0314], [-1.6774, 2.9873, -2.7500], [-1.5245, 2.5042, -1.7240], [-1.1802, 3.4295, -6.0614], [-1.2284, 1.8885, -5.1924], [0.0606, 3.0518, -4.8592], [-2.9239, 3.5307, -4.2987], [-1.6135, 4.6728, -3.9382], [-2.8789, -3.0871, -4.0603], [-1.3845, -2.8285, -3.1247], [0.0342, -2.7195, -4.2229], [-1.1572, -4.1825, -1.9851], [-1.4912, -1.5951, -2.4039], [-1.5312, -0.6110, -1.8155], [1.5505, -0.8707, -1.6186], [2.2941, -1.1089, -2.4867], [3.2198, -1.3573, -3.4520], [2.9039, -1.9670, -4.6625], [2.6325, -2.4705, -5.6641], [4.5306, -0.9463, -3.2071], [5.6041, -0.5924, -2.9795]], "atomic_forces_ev_per_a": [[-0.15, 1.49, -0.39], [0.48, 0.45, -0.32], [-0.44, -1.03, 0.98], [0.17, 0.09, -0.53], [0.04, -0.10, 0.07], [0.03, -0.10, 0.09], [-0.06, 0.11, 0.09], [-0.05, -0.01, 0.14], [-0.01, 0.22, -0.19], [-0.92, 0.99, 0.88], [0.03, -0.61, -0.24], [0.07, 0.10, 0.00], [-0.14, 0.12, 0.15], [0.18, 0.03, -0.10], [0.00, -0.03, 0.08], [-0.19, 0.05, 0.04], [0.41, -0.05, 0.13], [0.07, 0.13, -0.16], [-0.03, 0.01, 0.04], [-0.12, -0.11, 0.11], [-0.09, 0.15, -0.15], [-0.02, -0.07, -0.07], [-0.21, 0.46, -0.13], [-0.14, -0.07, 0.12], [0.07, -0.17, -0.02], [0.07, -0.04, 0.03], [-0.01, -0.06, -0.15], [0.08, -0.07, -0.14], [0.98, -0.60, 1.02], [0.05, 0.09, -0.35], [0.08, 0.06, 0.06], [-0.24, 0.00, 0.05], [0.14, 0.07, 0.05], [0.06, 0.04, -0.04], [-0.14, -0.25, 0.01], [-0.22, -0.15, -0.16], [-0.34, 0.02, -0.02], [0.17, -0.01, -0.24], [-0.19, 0.02, 0.28], [0.20, -0.02, -0.25], [-0.08, -0.12, 0.25], [0.09, -0.04, 0.26], [0.02, -0.17, -0.17], [-0.21, 0.17, -0.01], [0.07, -0.18, 0.05], [0.00, -0.04, 0.03], [0.00, 0.04, 0.07], [0.01, 0.10, 0.00], [-0.04, -0.03, 0.04], [0.02, -0.02, 0.12], [0.08, -0.10, -0.02], [0.09, -0.01, -0.03], [0.10, -0.02, -0.08], [-0.06, 0.06, 0.10], [-0.02, 0.04, 0.04], [-0.03, 0.11, -0.04], [-0.01, 0.04, -0.06], [0.01, -0.04, -0.08], [0.07, -0.01, -0.08], [-0.01, -0.06, 0.13], [0.05, -0.07, 0.01], [-0.05, -0.13, 0.06], [-0.03, -0.03, -0.07], [0.00, -0.07, -0.06], [0.03, 0.08, -0.06], [-0.02, 0.03, -0.04], [-0.07, -0.03, 0.10], [-0.04, -0.06, 0.08], [0.06, 0.09, 0.02], [0.04, 0.02, 0.07], [-0.16, -0.15, -0.02], [-0.03, -0.10, -0.02], [0.04, -0.03, 0.02], [0.13, 0.08, -0.02], [0.12, 0.08, -0.10], [-0.03, 0.09, -0.04], [-0.06, 0.08, -0.03], [0.07, 0.06, 0.02], [0.11, 0.07, 0.00], [-0.09, 0.00, 0.06], [-0.09, -0.02, 0.08], [0.03, -0.06, -0.01], [-0.01, -0.08, 0.01], [0.12, 0.10, 0.08], [0.07, 0.07, -0.08], [-0.01, 0.14, 0.21], [0.22, 0.04, -0.05], [0.06, -0.02, -0.05], [-0.10, 0.14, 0.07], [-0.08, 0.02, 0.05], [0.07, 0.04, -0.05], [0.04, 0.02, -0.01], [-0.03, 0.02, 0.20], [-0.04, -0.03, 0.07], [0.00, -0.01, -0.02], [0.00, -0.02, -0.03], [0.01, -0.01, -0.03], [-0.05, 0.29, -0.77], [-0.06, 0.04, 0.35], [-0.27, 0.01, 0.16], [0.03, -0.01, -0.07], [0.02, 0.04, -0.01], [-0.01, -0.03, -0.02], [0.11, 0.09, 0.06], [-0.12, -0.14, 0.00], [0.18, 0.10, 0.11], [0.47, -1.18, -0.93], [-0.73, -0.10, 0.38], [0.02, 0.31, -0.21], [0.02, 0.77, 0.55], [-0.61, -0.40, -0.52], [1.06, -1.19, -1.27], [-1.38, 0.35, 1.38], [0.56, -0.04, -0.38], [-0.24, -0.30, -0.58], [-0.06, -0.10, -0.22], [0.65, 0.22, 0.16], [0.26, 0.11, 0.13]], "mulliken_charge": [1.676, -1.224, 0.611, -0.017, -0.126, -1.035, -0.948, -0.520, 0.858, -0.483, 0.405, 0.705, -0.657, -1.124, -0.915, -0.858, 0.672, 0.441, -1.230, -0.701, -0.864, -0.362, 1.589, -0.529, -1.148, -1.073, -0.252, -0.234, -1.173, 2.006, 0.738, -1.136, -0.637, -0.953, -0.813, 1.025, -1.178, 0.802, -1.512, 0.196, -1.882, 0.469, 0.280, 0.172, 0.466, 0.426, 0.447, 0.349, 0.938, -1.587, 0.521, 0.122, 0.596, 0.518, 0.336, 0.414, 0.313, 0.080, 0.450, 0.064, 0.345, -0.860, 0.481, 0.324, 0.506, 0.228, 0.331, 0.503, -0.145, 0.351, 0.442, 0.430, 0.446, 0.373, -0.980, -0.270, -0.389, 0.576, 0.281, 0.202, 0.493, 0.275, 0.526, 0.102, 0.333, 0.256, 0.149, 0.667, -0.808, 0.569, 0.497, 0.410, -0.369, 0.422, 0.471, 0.570, -1.125, -0.478, 0.243, -0.130, 0.376, 0.310, 0.305, 0.270, 0.275, -0.120, 0.754, -0.152, -0.097, -0.491, -0.303, -0.517, 0.398, 0.602, -0.287, -0.633, 0.193, -0.643], "homo_ha": -0.265, "e_above_lowest_kcal_mol": 22.9, "total_charge": 0, "largest_force_ha_per_bohr": 0.0396, "orbital_gap_ev": 7.37, "energy_ev": -125396.0582}

=====

2.
{"formula": "C5H13NS", "method": "the ωB97M-V functional and the def2-TZVPD basis", "symbols": ["C", "C", "S", "C", "N", "C", "C", "H", "H", "H", "H", "H", "H", "H", "H", "H", "H", "H", "H", "H"], "xyz": [[0.6773, 1.2581, -0.1039], [0.7254, 1.8292, -1.6266], [2.4098, 2.4840, -2.0994], [0.2307, -0.2873, -0.1349], [-0.9364, -0.8416, 0.5114], [-1.2411, -0.3928, 1.9245], [-1.0304, -2.2851, 0.4085], [-0.0197, 1.8087, 0.5229], [1.6947, 1.1610, 0.2931], [0.5401, 1.1286, -2.4362], [0.1248, 2.7267, -1.8191], [2.6577, 1.3950, -2.7689], [1.0769, -0.8489, 0.4935], [0.1831, -0.5220, -1.1438], [-2.2012, -0.7996, 2.1941], [-0.5342, -0.6600, 2.7798], [-1.2313, 0.7976, 1.8987], [-0.4706, -2.7407, 1.3077], [-2.1073, -2.5184, 0.2966], [-0.5483, -2.6925, -0.4978]], "atomic_forces_ev_per_a": [[-0.93, -1.74, -1.88], [0.90, 0.97, 1.32], [-0.63, 0.26, 0.63], [2.44, -0.16, 3.95], [-1.54, 1.51, 1.29], [1.42, 2.33, -1.20], [0.56, -0.19, 0.43], [0.35, 0.38, -0.01], [-0.40, 0.88, -0.06], [-0.43, -0.31, 0.46], [-0.36, -0.53, 0.48], [0.69, -0.72, -0.58], [-0.62, 0.88, -1.96], [0.23, -1.12, -1.74], [-0.46, 0.18, 0.04], [-0.21, -0.15, -1.29], [-0.45, -2.59, 0.24], [-1.11, 0.08, -1.12], [0.61, -0.43, 0.69], [-0.06, 0.46, 0.29]], "nbo_charge": [-0.428, -0.496, -0.062, -0.186, -0.456, -0.424, -0.421, 0.217, 0.230, 0.215, 0.222, 0.109, 0.133, 0.189, 0.205, 0.170, 0.197, 0.171, 0.209, 0.205], "homo_ha": -0.301, "e_above_lowest_kcal_mol": 52.8, "total_charge": 0, "largest_force_ha_per_bohr": 0.0904, "orbital_gap_ev": 9.18, "smiles": "CN(C)CCCS", "energy_ev": -17718.9628}